Here is C22H26MoN3OSi2 as an isolated structure from the Open Molecules 2025 dataset. Energies are from ωB97M-V/def2-TZVPD.

Properties
- E_LUMO (alpha / beta): -3.558 / -3.700 eV
- Kohn-Sham gap (alpha / beta): 7.61 / 7.26 eV
- Spin multiplicity: 3
- E: -1740.4654 Eh
- E_HOMO (alpha / beta): -11.17 / -10.96 eV
- Charge: +1

Last column: Mulliken spin population.
Element x y z (Å)
Mo: -0.464 -0.189 0.619  2.094
O: -1.375 -2.065 4.082  0.000
C: -0.881 -1.412 3.196  0.039
N: -1.517 -1.010 2.044  0.062
C: -2.914 -1.373 1.844  0.014
C: -3.330 -0.948 0.463  0.040
C: -4.624 -1.127 0.003  -0.017
C: -4.951 -0.724 -1.276  0.022
C: -3.971 -0.147 -2.077  -0.003
C: -2.708 0.006 -1.563  0.016
N: -2.381 -0.381 -0.313  -0.058
C: 0.563 -0.947 3.235  0.023
C: 1.355 -1.138 4.339  -0.023
C: 2.665 -0.680 4.303  0.030
C: 3.133 -0.049 3.162  -0.006
C: 2.279 0.108 2.087  0.066
N: 1.012 -0.329 2.122  -0.076
H: -3.553 -0.894 2.589  -0.001
H: -3.055 -2.449 1.964  -0.001
H: -5.359 -1.582 0.653  0.000
H: -5.957 -0.857 -1.650  0.001
H: -4.183 0.180 -3.085  0.000
H: -1.911 0.447 -2.148  0.001
H: 0.932 -1.641 5.198  -0.001
H: 3.314 -0.814 5.158  0.001
H: 4.146 0.319 3.096  0.000
H: 2.597 0.590 1.171  -0.027
C: -1.332 3.129 -1.190  0.004
Si: -0.122 2.125 -0.179  -0.109
C: 0.723 3.252 1.070  0.009
C: 1.215 1.425 -1.365  -0.007
C: 1.983 2.460 -1.924  0.007
C: 2.982 2.217 -2.852  0.003
C: 3.260 0.914 -3.238  0.005
C: 2.534 -0.131 -2.692  0.002
C: 1.503 0.086 -1.765  -0.003
Si: 0.697 -1.500 -1.121  -0.117
C: -0.196 -2.421 -2.463  0.008
C: 2.014 -2.621 -0.403  0.002
H: -1.017 4.175 -1.185  -0.002
H: -2.347 3.089 -0.790  0.000
H: -1.357 2.792 -2.228  0.002
H: 0.213 4.216 1.126  0.001
H: 1.761 3.437 0.784  -0.001
H: 0.724 2.825 2.075  -0.002
H: 1.788 3.490 -1.638  0.000
H: 3.541 3.042 -3.273  0.000
H: 4.041 0.713 -3.961  0.000
H: 2.774 -1.145 -2.998  0.000
H: 0.511 -2.676 -3.257  -0.003
H: -1.012 -1.851 -2.909  0.001
H: -0.604 -3.354 -2.067  0.001
H: 2.472 -3.232 -1.186  0.001
H: 1.582 -3.303 0.333  0.002
H: 2.806 -2.049 0.084  0.001

Here is a single C22H26O3 molecule from the Open Molecules 2025 dataset. Energies are from ωB97M-V/def2-TZVPD.

Properties
- E_LUMO: 0.269 eV
- Kohn-Sham gap: 9.59 eV
- Spin multiplicity: 1
- E: -1079.6695 Eh
- E_HOMO: -9.32 eV
- SMILES string: CCCC[C@@H](CC)CO[C@@]1(c2ccccc2)OC(=O)c2ccccc21

Last column: Löwdin charge in e.
Element x y z (Å)
C: -0.316 3.160 3.148  -0.104
C: 0.834 3.005 2.161  -0.267
C: 0.346 3.061 0.713  -0.208
C: 1.482 2.907 -0.313  -0.165
H: 2.437 2.799 0.206  0.120
H: 1.549 3.810 -0.921  0.112
C: 1.302 1.706 -1.252  -0.310
C: 1.473 0.402 -0.464  -0.122
H: 1.124 0.545 0.563  0.115
H: 2.529 0.109 -0.427  0.149
O: 0.723 -0.644 -1.078  -0.045
C: 0.145 -1.557 -0.213  -0.383
C: -0.813 -0.955 0.796  -0.087
C: -1.960 -0.214 0.601  0.008
C: -2.655 0.201 1.729  -0.061
C: -2.214 -0.119 3.007  -0.079
C: -1.059 -0.861 3.200  0.015
C: -0.368 -1.272 2.073  -0.075
C: 0.889 -2.045 1.933  -0.421
O: 1.590 -2.501 2.790  0.148
O: 1.153 -2.175 0.613  0.121
H: -0.700 -1.113 4.185  0.125
H: -2.780 0.218 3.863  0.109
H: -3.555 0.786 1.610  0.109
H: -2.299 0.034 -0.393  0.127
C: -0.582 -2.619 -1.021  -0.108
C: -0.924 -2.381 -2.343  -0.011
C: -1.621 -3.341 -3.057  -0.073
C: -1.981 -4.533 -2.454  -0.087
C: -1.642 -4.768 -1.132  -0.071
C: -0.947 -3.813 -0.413  -0.005
H: -0.680 -4.000 0.617  0.124
H: -1.919 -5.698 -0.658  0.104
H: -2.525 -5.281 -3.013  0.101
H: -1.881 -3.155 -4.089  0.103
H: -0.629 -1.453 -2.805  0.113
C: 2.281 1.784 -2.428  -0.227
C: 2.023 0.713 -3.480  -0.095
H: 2.071 -0.277 -3.038  0.066
H: 2.762 0.779 -4.276  0.071
H: 1.036 0.843 -3.918  0.075
H: 3.301 1.689 -2.049  0.116
H: 2.193 2.769 -2.893  0.109
H: 0.282 1.719 -1.650  0.149
H: -0.399 2.275 0.565  0.096
H: -0.164 4.013 0.558  0.113
H: 1.564 3.800 2.326  0.109
H: 1.337 2.052 2.343  0.103
H: -0.816 4.116 3.003  0.073
H: -1.047 2.366 3.008  0.047
H: 0.049 3.115 4.171  0.071

Here is C22H27AuO as an isolated structure in a non-equilibrium geometry from the Open Molecules 2025 dataset. Energies are from ωB97M-V/def2-TZVPD.

Properties
- E_LUMO (alpha / beta): 5.274 / 5.264 eV
- Kohn-Sham gap (alpha / beta): 4.02 / 4.58 eV
- Spin multiplicity: 3
- E: -1065.1171 Eh
- E_HOMO (alpha / beta): 1.25 / 0.69 eV
- Charge: -2

Last column: Mulliken spin population.
Element x y z (Å)
Au: 0.028 0.438 -0.326  0.293
C: 1.456 1.815 -1.839  -0.027
C: 2.108 1.672 -0.567  0.089
C: 2.482 0.292 -0.412  0.013
H: 2.390 2.489 0.091  -0.006
C: 2.159 -0.385 -1.641  -0.002
C: 1.520 0.545 -2.506  0.058
H: 1.209 0.351 -3.527  0.008
H: 1.099 2.746 -2.273  -0.001
H: 3.039 -0.126 0.420  -0.001
H: 2.435 -1.404 -1.898  0.000
C: -2.163 1.180 -0.966  0.088
C: -1.607 0.864 -2.247  -0.016
C: -1.469 -0.557 -2.334  0.079
H: -1.437 1.575 -3.053  -0.002
C: -1.964 -1.128 -1.129  0.000
C: -2.342 -0.063 -0.247  0.086
H: -2.826 -0.168 0.720  -0.018
H: -2.544 2.149 -0.652  -0.057
H: -1.137 -1.117 -3.204  0.015
H: -2.130 -2.190 -0.951  -0.044
O: 0.535 -1.611 0.384  -0.061
C: -0.246 -4.330 0.098  0.622
C: 0.224 -3.726 1.349  0.109
C: 0.678 -4.516 -1.021  0.043
C: -1.631 -4.812 -0.007  0.067
C: -0.125 -2.204 1.443  0.126
H: 1.316 -3.841 1.415  0.010
H: -0.232 -4.241 2.204  0.023
H: -1.232 -2.059 1.397  -0.009
H: 0.242 -1.827 2.424  0.001
H: 1.255 -5.453 -0.908  0.049
H: 1.396 -3.683 -1.086  0.003
H: 0.120 -4.588 -1.968  0.005
H: -1.740 -5.844 0.371  0.018
H: -1.952 -4.824 -1.060  0.009
H: -2.331 -4.185 0.568  0.010
C: -0.290 1.446 1.514  0.513
C: 0.017 2.893 1.520  -0.178
C: -0.293 3.745 0.449  0.040
C: 0.042 5.098 0.507  -0.021
C: 0.685 5.622 1.642  0.031
C: 1.007 4.763 2.705  -0.009
C: 0.679 3.415 2.648  0.026
H: 0.422 0.905 2.156  -0.002
H: -1.309 1.228 1.851  -0.005
H: -0.763 3.335 -0.445  0.012
H: -0.182 5.751 -0.341  -0.001
H: 0.935 6.684 1.694  0.004
H: 1.528 5.157 3.584  0.001
H: 0.942 2.725 3.452  0.010

Here is C22H27BN6O2Sr as an isolated structure from the Open Molecules 2025 dataset. Energies are from ωB97M-V/def2-TZVPD.

Properties
- E_LUMO: 0.146 eV
- Kohn-Sham gap: 8.65 eV
- Spin multiplicity: 1
- E: -1389.3574 Eh
- E_HOMO: -8.51 eV

Last column: Löwdin charge in e.
Element x y z (Å)
Sr: 1.331 0.527 -0.956  1.668
C: -1.568 -1.383 -3.231  -0.024
C: -2.029 -0.672 -2.001  -0.350
C: -3.314 -0.578 -1.462  0.010
C: -3.188 0.211 -0.328  -0.276
C: -4.272 0.628 0.609  -0.016
N: -1.893 0.559 -0.222  0.007
N: -1.177 0.019 -1.250  -0.031
B: -1.012 1.271 0.845  -0.584
N: -1.821 2.098 1.826  0.001
N: -2.609 3.052 1.261  0.111
C: -3.146 3.730 2.257  -0.362
C: -4.086 4.859 1.989  -0.044
C: -2.696 3.230 3.495  0.003
C: -1.842 2.196 3.181  -0.269
C: -1.045 1.355 4.126  -0.010
N: -0.103 0.194 1.510  -0.051
N: 1.243 0.443 1.627  -0.030
C: 1.765 -0.598 2.268  -0.356
C: 3.232 -0.674 2.535  -0.025
C: 0.764 -1.532 2.577  0.024
C: -0.401 -1.000 2.068  -0.286
C: -1.777 -1.575 2.084  0.008
H: -2.072 -2.343 -3.334  0.081
H: -0.494 -1.568 -3.193  0.068
H: -1.784 -0.798 -4.126  0.082
H: -4.221 -1.022 -1.838  0.110
H: -5.118 -0.049 0.499  0.084
H: -4.596 1.643 0.384  0.081
H: -3.948 0.627 1.648  0.066
H: -0.252 2.014 0.233  0.074
H: -4.176 5.014 0.915  0.072
H: -3.731 5.785 2.445  0.073
H: -5.078 4.653 2.394  0.072
H: -2.939 3.584 4.484  0.104
H: -1.125 1.784 5.123  0.083
H: 0.011 1.323 3.854  0.077
H: -1.407 0.328 4.179  0.072
H: 3.721 0.247 2.220  0.077
H: 3.683 -1.510 1.999  0.083
H: 3.426 -0.818 3.598  0.081
H: 0.875 -2.476 3.084  0.115
H: -1.790 -2.467 2.707  0.089
H: -2.099 -1.849 1.078  0.088
H: -2.502 -0.865 2.482  0.073
O: 2.477 -1.471 -1.744  -0.184
C: 3.213 -0.805 -2.533  -0.655
O: 3.178 0.461 -2.579  -0.180
C: 4.139 -1.545 -3.447  -0.146
C: 4.179 -2.935 -3.416  -0.021
C: 5.030 -3.622 -4.267  -0.079
C: 5.841 -2.922 -5.150  -0.088
C: 5.803 -1.534 -5.182  -0.079
C: 4.952 -0.845 -4.332  -0.021
H: 3.537 -3.457 -2.720  0.114
H: 5.062 -4.704 -4.244  0.101
H: 6.505 -3.459 -5.816  0.101
H: 6.436 -0.991 -5.872  0.101
H: 4.904 0.235 -4.339  0.114

What is the spin multiplicity in the fourth record?
1